Entry 1:
The following is a DFT calculation (ωB97M-V/def2-TZVPD) of a molecular structure, C31H56Br6O19S3 at a distorted geometry.

Each line ends with the Mulliken charge.
CARTESIAN COORDINATES (ANGSTROEM)
1 O -1.93 3.81 -1.28  -0.5516
2 C -1.66 4.50 -2.21  0.4706
3 O -1.51 5.82 -2.23  -0.3429
4 C -0.82 6.26 -3.40  -0.3508
5 C -1.25 5.18 -4.43  -0.5492
6 C -1.25 3.89 -3.54  -0.4043
7 H 0.24 6.29 -3.16  0.2727
8 H -1.14 7.22 -3.80  0.2847
9 H -0.44 5.04 -5.15  0.2982
10 H -2.23 5.33 -4.88  0.3133
11 H -0.22 3.56 -3.47  0.2372
12 H -1.85 3.08 -3.96  0.3218
13 O 8.11 1.73 -2.68  -0.6142
14 C 7.74 1.46 -1.53  0.5440
15 O 6.59 1.78 -1.02  -0.3561
16 C 6.32 1.54 0.45  -0.2381
17 C 7.60 1.30 0.88  -0.4930
18 C 8.55 0.87 -0.26  -0.4602
19 H 5.65 0.71 0.65  0.2251
20 H 5.92 2.43 0.93  0.2155
21 H 7.70 0.62 1.73  0.3898
22 H 7.98 2.27 1.21  0.2098
23 H 8.57 -0.22 -0.32  0.2979
24 H 9.47 1.44 -0.10  0.2819
25 O 0.32 -0.45 -1.01  -0.6711
26 C 0.43 -0.30 0.19  0.5380
27 O 1.21 0.65 0.68  -0.3368
28 C 1.18 0.57 2.12  -0.4157
29 C -0.06 -0.27 2.34  -0.5221
30 C -0.14 -1.25 1.23  -0.2533
31 H 1.04 1.59 2.46  0.3107
32 H 2.05 0.06 2.54  0.2805
33 H -0.89 0.44 2.25  0.2366
34 H -0.15 -0.78 3.30  0.3696
35 H -1.19 -1.50 1.06  0.1943
36 H 0.39 -2.21 1.18  0.2668
37 O 6.70 3.64 9.03  -0.5883
38 C 6.55 3.59 7.85  0.5233
39 O 7.38 2.99 7.09  -0.3504
40 C 7.01 2.81 5.70  -0.3095
41 C 5.53 3.45 5.74  -0.5833
42 C 5.43 4.22 7.09  -0.3131
43 H 7.03 1.77 5.37  0.2638
44 H 7.62 3.46 5.06  0.2438
45 H 4.78 2.66 5.73  0.2729
46 H 5.32 4.14 4.91  0.3467
47 H 4.46 4.08 7.57  0.2638
48 H 5.66 5.27 6.90  0.2294
49 O 2.77 -9.96 -3.22  -0.6187
50 C 2.20 -8.84 -3.05  0.4345
51 O 1.20 -8.41 -3.86  -0.3091
52 C 0.74 -7.21 -3.37  -0.2111
53 C 1.38 -6.89 -2.05  -0.5981
54 C 2.57 -7.85 -1.92  -0.3064
55 H -0.34 -7.18 -3.24  0.2506
56 H 0.93 -6.44 -4.12  0.2028
57 H 0.64 -7.13 -1.28  0.2432
58 H 1.51 -5.83 -1.81  0.4170
59 H 2.78 -8.29 -0.95  0.3167
60 H 3.48 -7.36 -2.28  0.1797
61 O -5.21 -5.13 -2.25  -0.5419
62 S -6.44 -4.42 -1.87  1.0733
63 O -7.40 -4.92 -0.86  -0.5848
64 O -5.84 -2.94 -1.28  -0.2624
65 C -6.71 -2.13 -0.51  -0.2345
66 C -6.23 -0.66 -0.60  -1.1266
67 C -7.46 -3.77 -3.35  -0.8282
68 H -7.00 -2.60 0.43  0.3641
69 H -7.69 -2.08 -1.00  0.2559
70 H -5.30 -0.45 -0.07  0.2660
71 H -7.00 0.07 -0.35  0.3680
72 H -5.96 -0.47 -1.64  0.2970
73 H -7.98 -4.67 -3.67  0.3280
74 H -6.89 -3.33 -4.16  0.3273
75 H -8.12 -2.95 -3.08  0.2989
76 O -5.71 3.24 7.52  -0.6013
77 S -6.30 2.32 6.52  1.0619
78 O -7.13 1.20 6.96  -0.5809
79 O -6.85 3.10 5.21  -0.1701
80 C -8.24 3.40 5.06  -0.3530
81 C -8.21 4.77 4.26  -1.0275
82 C -4.75 1.60 5.71  -0.9338
83 H -8.78 3.40 6.01  0.3723
84 H -8.67 2.53 4.56  0.3021
85 H -7.49 5.36 4.83  0.2982
86 H -9.16 5.30 4.34  0.3641
87 H -8.04 4.65 3.19  0.2799
88 H -3.87 1.47 6.35  0.3545
89 H -4.32 2.31 5.00  0.3172
90 H -5.09 0.71 5.19  0.3152
91 O 1.76 -4.76 -8.22  -0.5395
92 S 0.90 -3.63 -8.55  1.0610
93 O -0.50 -3.78 -9.08  -0.5888
94 O 0.78 -2.78 -7.07  -0.3246
95 C -0.49 -2.35 -6.51  -0.3638
96 C -1.19 -3.32 -5.67  -0.9577
97 C 1.84 -2.23 -9.45  -0.9152
98 H -1.15 -1.86 -7.23  0.3199
99 H -0.31 -1.55 -5.79  0.3725
100 H -2.21 -2.95 -5.62  0.3359
101 H -0.86 -3.58 -4.67  0.2560
102 H -1.34 -4.20 -6.30  0.3115
103 H 1.51 -1.31 -8.96  0.3165
104 H 1.31 -1.98 -10.37  0.3887
105 H 2.92 -2.19 -9.55  0.3305
106 C -0.30 7.37 5.71  -0.3203
107 Br -0.10 6.03 4.25  -0.0056
108 Br 1.27 7.68 6.90  -0.0112
109 Br -1.87 6.94 6.80  -0.0034
110 H -0.58 8.29 5.19  0.3422
111 C 5.79 -4.56 0.71  -0.3528
112 Br 4.09 -4.80 1.78  -0.0095
113 Br 7.21 -3.74 2.00  -0.0730
114 Br 5.51 -3.28 -0.85  0.0167
115 H 6.21 -5.54 0.49  0.4151

Summary:
* HOMO level: -9.92 eV
* LUMO energy: -0.0439 Ha
* orbital gap: 8.72 eV

***

Entry 2:
The following is a DFT calculation (ωB97M-V/def2-TZVPD) of 9 unconnected molecules or ions with the total composition C27H72O9 at a distorted geometry.

Each line ends with the Löwdin spin population.
CARTESIAN COORDINATES (ANGSTROEM)
1 C -2.74 0.16 -4.35  0.0102
2 C -4.11 -0.47 -4.28  0.0044
3 C -5.20 0.40 -3.64  0.0285
4 O -4.50 -0.71 -5.60  0.0031
5 H -2.29 0.19 -3.35  0.0014
6 H -2.81 1.09 -4.90  0.0028
7 H -2.13 -0.47 -5.00  0.0006
8 H -3.96 -1.39 -3.72  0.0005
9 H -5.06 0.74 -2.61  0.0109
10 H -6.13 -0.17 -3.51  0.0055
11 H -5.56 1.25 -4.22  0.0038
12 H -5.45 -0.65 -5.57  0.0015
13 C 0.34 0.98 -0.29  0.0096
14 C -0.80 0.04 -0.53  0.0065
15 C -0.49 -0.92 -1.62  0.0019
16 O -0.99 -0.64 0.62  0.0064
17 H 1.26 0.54 0.10  0.0002
18 H 0.11 1.73 0.48  0.0022
19 H 0.59 1.56 -1.18  0.0033
20 H -1.72 0.61 -0.68  0.0045
21 H -0.24 -0.42 -2.56  0.0003
22 H -1.31 -1.62 -1.72  0.0004
23 H 0.40 -1.50 -1.38  0.0002
24 H -1.24 0.03 1.27  0.0029
25 C 5.41 -2.62 1.49  0.0024
26 C 5.21 -2.17 0.01  0.0010
27 C 4.81 -0.67 -0.13  0.0025
28 O 6.54 -2.27 -0.51  0.0008
29 H 5.58 -3.69 1.55  0.0002
30 H 4.47 -2.47 2.01  0.0004
31 H 6.28 -2.14 1.95  0.0010
32 H 4.54 -2.86 -0.50  0.0002
33 H 5.56 -0.02 0.31  0.0012
34 H 3.84 -0.46 0.33  0.0002
35 H 4.62 -0.54 -1.19  0.0006
36 H 7.16 -1.77 0.03  0.0003
37 C -4.12 -4.94 1.16  0.0108
38 C -4.69 -3.59 0.66  0.0358
39 C -3.84 -3.00 -0.45  0.0111
40 O -5.94 -3.84 0.10  0.0266
41 H -4.43 -5.79 0.55  0.0006
42 H -4.38 -5.11 2.20  0.0080
43 H -3.03 -4.87 1.13  0.0005
44 H -4.78 -2.93 1.52  0.0359
45 H -4.30 -2.15 -0.96  0.0056
46 H -3.46 -3.74 -1.15  0.0005
47 H -3.03 -2.46 0.04  0.0028
48 H -6.46 -4.27 0.79  0.0047
49 C 3.80 2.49 0.76  0.0058
50 C 3.55 3.98 0.82  0.0052
51 C 2.09 4.36 0.59  0.0197
52 O 4.05 4.49 2.01  0.0091
53 H 3.31 2.13 -0.14  0.0009
54 H 3.48 1.83 1.57  0.0004
55 H 4.86 2.25 0.69  0.0022
56 H 4.14 4.37 -0.01  0.0016
57 H 1.54 3.66 -0.05  0.0029
58 H 1.93 5.38 0.24  0.0038
59 H 1.46 4.36 1.48  0.0039
60 H 4.96 4.19 2.10  0.0038
61 C 1.49 -3.07 1.79  0.0016
62 C 0.24 -3.89 1.72  0.0011
63 C -0.77 -3.66 2.89  0.0269
64 O -0.42 -3.42 0.58  0.0008
65 H 2.13 -3.47 2.57  0.0010
66 H 1.34 -2.03 2.06  0.0006
67 H 2.02 -3.15 0.84  0.0002
68 H 0.52 -4.95 1.67  0.0003
69 H -1.58 -4.37 3.03  0.0040
70 H -1.16 -2.64 2.87  0.0117
71 H -0.18 -3.62 3.81  0.0050
72 H -0.66 -2.51 0.78  0.0007
73 C 1.74 0.76 3.71  0.0105
74 C 2.24 2.13 4.23  0.0051
75 C 1.06 3.03 4.79  0.0246
76 O 3.12 1.84 5.25  0.0073
77 H 0.97 0.31 4.34  0.0079
78 H 2.61 0.10 3.71  0.0013
79 H 1.27 0.83 2.72  0.0017
80 H 2.78 2.64 3.44  0.0005
81 H 0.44 2.53 5.53  0.0089
82 H 0.37 3.34 4.00  0.0039
83 H 1.38 3.97 5.23  0.0052
84 H 3.49 2.64 5.62  0.0031
85 C 1.96 1.20 -4.38  0.0053
86 C 1.00 1.19 -5.52  0.0032
87 C 1.33 2.21 -6.61  0.0045
88 O 1.10 -0.09 -6.03  0.0011
89 H 3.00 1.02 -4.66  0.0006
90 H 1.70 0.47 -3.61  0.0004
91 H 1.91 2.20 -3.95  0.0032
92 H 0.04 1.34 -5.03  0.0011
93 H 0.54 2.20 -7.36  0.0009
94 H 2.27 2.00 -7.11  0.0002
95 H 1.28 3.18 -6.10  0.0018
96 H 0.65 -0.08 -6.89  0.0007
97 C -3.74 1.73 1.11  0.1005
98 C -2.59 2.08 2.05  0.0295
99 C -3.05 2.79 3.37  0.0946
100 O -2.09 0.85 2.46  0.0958
101 H -4.26 2.62 0.77  0.0217
102 H -4.49 1.19 1.70  0.0464
103 H -3.54 1.11 0.24  0.0063
104 H -1.77 2.65 1.60  0.0050
105 H -2.19 3.01 4.00  0.0068
106 H -3.78 2.23 3.96  0.0378
107 H -3.62 3.69 3.12  0.0162
108 H -2.81 0.39 2.89  0.0579

Summary:
* charge: -1
* HOMO level (spin up / spin down): 0.65 / -7.25 eV
* LUMO energy (spin up / spin down): 0.0811 / 0.0785 Ha
* orbital gap (spin up / spin down): 1.55 / 9.39 eV
* spin multiplicity: 2
* energy above the lowest of the compared OMol25 structures with the same formula, charge and spin: 0.702 eV
* ⟨S²⟩: 0.750

***

Entry 3:
The following is a DFT calculation (ωB97M-V/def2-TZVPD) of a molecular structure, C7H10O2 at a distorted geometry.

Each line ends with the natural charge from an NBO analysis.
CARTESIAN COORDINATES (ANGSTROEM)
1 C -2.22 -0.69 -0.49  -0.5740
2 C -1.13 0.01 -0.14  0.0329
3 C -0.25 -0.45 1.04  -0.3811
4 C 0.82 0.19 0.28  0.1373
5 C 2.13 -0.34 0.32  -0.0858
6 C 0.39 1.70 0.18  -0.2484
7 C -0.81 1.47 -0.16  -0.0947
8 H -1.74 -1.95 -1.09  0.2575
9 H -3.17 -1.06 0.61  0.2515
10 H -2.71 -0.14 -1.43  0.2312
11 H -0.27 -1.49 1.39  0.2394
12 H -0.61 0.06 2.04  0.1896
13 H 2.00 -1.48 0.59  0.1536
14 H 2.74 -0.04 1.08  0.1937
15 H 2.12 0.19 -1.47  0.4717
16 H 1.24 2.44 0.12  0.2508
17 H -1.60 2.12 -1.14  0.2010
18 O 2.97 -0.26 -0.79  -0.6787
19 O 0.11 -0.28 -0.94  -0.5475

Summary:
* HOMO level: -9.32 eV
* LUMO energy: 0.0237 Ha
* orbital gap: 9.96 eV
* energy above the lowest of the compared OMol25 structures with the same formula, charge and spin: 9.759 eV

***

Entry 4:
The following is a DFT calculation (ωB97M-V/def2-TZVPD) of a molecular structure, C5H13BeOP at a distorted geometry.

Each line ends with the natural charge from an NBO analysis.
CARTESIAN COORDINATES (ANGSTROEM)
1 C 2.61 -0.54 1.22  -0.2675
2 O 1.33 -1.12 0.92  -0.5179
3 C 0.77 -0.72 -0.31  -0.0809
4 C 0.39 0.77 -0.30  -0.4958
5 C -1.02 1.07 -0.77  -0.1710
6 C -2.17 0.24 -0.26  -0.7467
7 P -2.02 -0.43 1.46  0.7114
8 H 2.51 0.46 1.64  0.1790
9 H 3.08 -1.18 1.95  0.2359
10 H 3.22 -0.49 0.32  0.1858
11 H 1.47 -0.94 -1.11  0.2032
12 H -0.11 -1.35 -0.44  0.1778
13 H 1.10 1.37 -0.86  0.2565
14 H 0.45 1.16 0.71  0.2766
15 H -1.21 2.14 -0.65  0.2734
16 H -1.02 0.93 -2.00  -0.1125
17 H -2.41 -0.61 -0.89  0.3046
18 H -3.06 0.87 -0.29  0.3004
19 H -2.37 -1.79 1.36  0.0525
20 H -0.67 -0.50 1.88  0.0728
21 Be -0.87 0.65 -3.59  1.1626

Summary:
* charge: +2
* HOMO level: -16.60 eV
* LUMO energy: -0.4813 Ha
* orbital gap: 3.51 eV

***

Entry 5:
The following is a DFT calculation (ωB97M-V/def2-TZVPD) of C7H13NO in the gas phase at a distorted geometry.

Each line ends with the natural charge from an NBO analysis.
CARTESIAN COORDINATES (ANGSTROEM)
1 C -2.73 -0.27 0.00  -0.6605
2 C -1.29 -0.05 0.04  0.1694
3 N -0.31 -0.88 0.10  0.1286
4 O -0.30 -2.10 0.06  -0.5511
5 C 0.97 -0.13 -0.02  0.1001
6 C 1.89 -0.88 1.13  -0.6042
7 C 1.42 -0.35 -1.44  -0.6305
8 C 0.68 1.27 0.40  -0.4236
9 C -0.82 1.38 -0.08  -0.4219
10 H -3.24 0.31 0.81  0.2250
11 H -3.05 -1.30 0.20  0.2453
12 H -3.19 0.05 -0.99  0.2281
13 H 2.18 -1.92 0.94  0.2391
14 H 1.28 -0.99 2.11  0.2120
15 H 2.63 -0.20 1.34  0.1976
16 H 0.96 -1.29 -1.67  0.2422
17 H 2.45 -0.39 -1.50  0.2180
18 H 0.97 0.33 -2.20  0.2081
19 H 1.13 2.16 -0.11  0.2333
20 H 0.78 1.49 1.55  0.2218
21 H -1.03 1.69 -1.16  0.2066
22 H -1.40 2.06 0.49  0.2163

Summary:
* structure (SMILES): CC1=[N+]([O-])C(C)(C)CC1
* HOMO level: -8.16 eV
* LUMO energy: 0.0312 Ha
* orbital gap: 9.00 eV
* energy above the lowest of the compared OMol25 structures with the same formula, charge and spin: 3.057 eV

***

Entry 6:
The following is a DFT calculation (ωB97M-V/def2-TZVPD) of a gas-phase ion, C3H5N2O2S (charge +1) at a distorted geometry.

Each line ends with the natural charge from an NBO analysis.
CARTESIAN COORDINATES (ANGSTROEM)
1 O -3.34 2.52 -0.19  -0.0189
2 N -2.48 1.84 -0.65  0.1573
3 C -1.54 1.04 -0.26  0.6941
4 N -1.47 -0.28 -0.29  -0.5270
5 C -0.27 -0.82 0.28  -0.3068
6 S 1.01 -0.50 -1.12  0.2474
7 C 1.08 1.24 -0.63  -0.2197
8 O -0.29 1.66 0.08  -0.4931
9 H -2.03 -1.02 -0.69  0.4699
10 H 0.04 -0.37 1.18  0.2481
11 H -0.36 -1.87 0.39  0.2523
12 H 1.72 1.41 0.26  0.2351
13 H 1.41 1.92 -1.48  0.2612

Summary:
* structure (SMILES): O=[N+]=C1NCSCO1
* charge: +1
* HOMO level (spin up / spin down): -13.86 / -13.89 eV
* LUMO energy (spin up / spin down): -0.2472 / -0.2465 Ha
* orbital gap (spin up / spin down): 7.14 / 7.18 eV
* energy above the lowest of the compared OMol25 structures with the same formula, charge and spin: 3.467 eV

***

Entry 7:
The following is a DFT calculation (ωB97M-V/def2-TZVPD) of a molecular structure, C23H32FFeN7OS3.

Each line ends with the natural charge from an NBO analysis.
CARTESIAN COORDINATES (ANGSTROEM)
1 Fe 0.98 1.38 -0.08  1.4645
2 S -0.50 -1.64 0.13  0.3174
3 C -2.07 -1.39 -0.65  0.1606
4 N -3.26 -1.69 -0.13  -0.2236
5 N -3.27 -2.10 1.11  -0.3111
6 C -4.46 -2.50 1.75  0.1978
7 C -5.67 -2.54 1.07  -0.2559
8 C -6.80 -2.95 1.75  -0.1813
9 C -6.74 -3.32 3.09  -0.2080
10 C -5.53 -3.27 3.76  -0.1872
11 C -4.38 -2.86 3.10  -0.2585
12 N -1.99 -0.87 -1.85  -0.2484
13 N -0.69 -0.54 -2.16  -0.2874
14 C -0.40 -0.33 -3.55  0.1917
15 C -1.07 -1.11 -4.49  -0.2218
16 C -0.80 -0.92 -5.83  -0.1901
17 C 0.13 0.03 -6.24  -0.2025
18 C 0.78 0.80 -5.30  -0.1884
19 C 0.51 0.64 -3.94  -0.2858
20 H -2.43 -2.06 1.68  0.3761
21 H -5.71 -2.26 0.03  0.2411
22 H -7.75 -2.99 1.23  0.2249
23 H -7.64 -3.63 3.61  0.2256
24 H -5.47 -3.55 4.80  0.2252
25 H -3.43 -2.83 3.62  0.2113
26 H -1.78 -1.85 -4.16  0.2415
27 H -1.31 -1.53 -6.57  0.2299
28 H 0.35 0.16 -7.29  0.2286
29 H 1.50 1.55 -5.60  0.2241
30 H 0.98 1.29 -3.22  0.2276
31 F -0.57 1.39 0.97  -0.8048
32 C -2.28 3.16 -5.06  -0.6199
33 C -2.02 4.13 -3.92  -0.2259
34 N -0.80 3.81 -3.17  -0.5765
35 C -0.61 3.24 -1.98  0.3880
36 S 1.03 3.31 -1.37  -0.3745
37 N -1.55 2.67 -1.24  -0.5991
38 C -2.93 2.30 -1.57  -0.2295
39 C -3.94 3.26 -0.97  -0.6200
40 H -3.17 3.46 -5.61  0.2301
41 H -2.43 2.14 -4.70  0.2122
42 H -1.44 3.15 -5.75  0.2179
43 H -2.86 4.18 -3.23  0.2113
44 H -1.89 5.14 -4.31  0.2178
45 H 0.06 4.10 -3.61  0.4189
46 H -1.25 2.41 -0.30  0.4507
47 H -3.08 1.30 -1.17  0.2297
48 H -3.03 2.21 -2.65  0.2051
49 H -3.88 3.24 0.12  0.2241
50 H -4.95 2.96 -1.25  0.2275
51 H -3.78 4.29 -1.28  0.2073
52 N 1.52 -0.47 -1.13  -0.8698
53 C 0.26 -0.80 -1.20  0.2803
54 H 1.87 -0.11 -2.02  0.3845
55 O 2.65 1.38 1.12  -1.0600
56 S 2.68 1.55 2.64  1.2331
57 C 2.23 -0.09 3.31  -0.5917
58 C 3.44 -0.62 4.07  -0.4120
59 C 4.66 -0.15 3.28  -0.4151
60 C 4.43 1.34 3.07  -0.5855
61 H 2.03 -0.67 2.40  0.2433
62 H 1.32 0.00 3.89  0.2488
63 H 3.39 -1.71 4.16  0.2387
64 H 3.47 -0.21 5.08  0.2142
65 H 4.71 -0.65 2.31  0.2217
66 H 5.59 -0.33 3.81  0.2389
67 H 4.99 1.80 2.25  0.2636
68 H 4.60 1.92 3.98  0.2385

Summary:
* charge: +1
* HOMO level (spin up / spin down): -9.88 / -10.83 eV
* LUMO energy (spin up / spin down): -0.0649 / -0.1308 Ha
* orbital gap (spin up / spin down): 8.11 / 7.27 eV
* spin multiplicity: 6
* energy above the lowest of the compared OMol25 structures with the same formula, charge and spin: 0.000 eV
* ⟨S²⟩: 8.788

***

Looking at DFT total energy for the records above, in order, we have -19282.718190 -1748.939364 -422.841290 -628.707461 -404.415134 -775.040378 -3912.118069 hartree.